Formula: C4H4O2
Source: OMol25
Level of theory: ωB97M-V/def2-TZVPD

Values from the calculation:
LUMO energy = -0.133 eV
HOMO level = -10.41 eV
net charge = 0
SMILES string = O=CC#CCO
E = -305.19631 hartree
orbital gap = 10.3 eV

XYZ file:
```
10
Properties=species:S:1:pos:R:3:lowdin_charge:R:1
O 2.956 0.580 0.213 0.067
C 2.398 -0.277 -0.432 -0.277
C 0.943 -0.284 -0.526 0.046
C -0.222 -0.040 -0.325 0.022
C -1.533 0.475 0.091 -0.262
O -2.153 -0.274 1.114 -0.049
H 2.960 -1.071 -0.950 0.113
H -1.320 1.467 0.502 0.130
H -2.197 0.605 -0.774 0.122
H -1.834 -1.182 1.087 0.088
```